20
Properties=species:S:1:pos:R:3 method="wB97M-V/def2-TZVPD" e_lumo_ha=-0.136 homo_energy_ev=-14.61 fmax_ev_per_a=3.5 charge=+1 multiplicity=1 gap_ha=0.4005
C -2.18841 -1.10588 0.36486
C 2.41001 -0.25283 0.13043
C -1.04324 -0.13318 2.26676
C -0.25339 1.00572 -2.07588
C 1.67768 0.16909 -1.00555
N -1.28934 -0.40940 0.88864
N 0.43163 0.36408 -0.97234
H -3.25905 -1.29599 0.73306
H -0.39364 0.00624 0.11233
H -2.05411 -1.32128 -0.69001
H 2.27298 0.44461 0.89279
H 3.46551 -0.26984 -0.11991
H 2.14522 -1.25296 0.58153
H -1.72893 -0.48097 3.02838
H -0.93872 0.97525 2.30100
H -0.05149 -0.42073 2.59832
H 0.39793 1.51419 -2.80503
H -0.95473 1.76791 -1.66005
H -0.87507 0.28526 -2.66407
H 2.22917 0.41071 -1.90525